Entry 1:
Entry from the Open Molecules 2025 dataset: 15 unconnected molecules or ions with the total composition C27H84O15 at a distorted geometry (the ωB97M-V functional and the def2-TZVPD basis).

Values from the calculation:
HOMO in eV: -9.58
Energy above the lowest of the compared OMol25 structures with the same formula, charge and spin in kcal per mole: 97.5
Net charge: 0
Multiplicity: 1
LUMO energy in Eh: 0.009

Geometry (Å):
C 3.390 4.335 4.936
C 2.580 3.054 4.915
C 1.801 2.933 3.607
O 3.446 1.905 4.942
H 2.662 5.152 4.924
H 3.931 4.426 3.993
H 4.061 4.381 5.792
H 1.881 3.037 5.757
H 2.486 2.985 2.760
H 1.074 3.745 3.547
H 1.284 1.975 3.556
H 4.045 2.036 5.688
C -1.390 -2.866 -4.053
C -2.455 -1.828 -4.300
C -3.723 -2.457 -4.867
O -2.801 -1.169 -3.055
H -1.832 -3.690 -3.488
H -0.480 -2.488 -3.587
H -1.013 -3.282 -4.994
H -2.125 -1.070 -5.016
H -3.501 -2.834 -5.877
H -4.640 -1.877 -4.891
H -3.937 -3.414 -4.372
H -2.651 -1.836 -2.369
C -3.043 2.362 -2.548
C -3.909 2.286 -3.804
C -3.044 2.459 -5.049
O -4.565 1.026 -3.821
H -2.251 1.616 -2.641
H -3.627 2.228 -1.632
H -2.579 3.334 -2.337
H -4.699 3.035 -3.749
H -3.655 2.584 -5.945
H -2.453 1.568 -5.259
H -2.414 3.337 -4.892
H -3.951 0.295 -3.645
C -0.024 4.080 0.186
C 0.816 5.287 -0.176
C 2.157 4.874 -0.812
O 0.121 6.171 -1.040
H -0.339 3.485 -0.674
H -0.908 4.415 0.740
H 0.437 3.418 0.927
H 1.064 5.833 0.740
H 1.954 4.272 -1.708
H 2.738 4.190 -0.194
H 2.666 5.799 -1.075
H 0.082 5.735 -1.902
C -0.447 -0.668 -1.193
C 0.131 0.143 -0.048
C -0.931 0.680 0.849
O 1.183 -0.608 0.597
H -0.760 -1.641 -0.800
H 0.194 -0.767 -2.066
H -1.334 -0.154 -1.564
H 0.734 0.961 -0.466
H -1.721 -0.027 1.111
H -1.283 1.640 0.484
H -0.515 1.009 1.814
H 0.790 -1.282 1.172
C 1.248 -3.523 4.661
C 1.492 -2.856 3.325
C 2.531 -3.595 2.479
O 0.291 -2.743 2.553
H 0.811 -4.519 4.549
H 0.597 -2.891 5.270
H 2.192 -3.661 5.187
H 1.953 -1.870 3.459
H 3.454 -3.600 3.058
H 2.665 -3.033 1.555
H 2.218 -4.616 2.251
H -0.514 -2.687 3.106
C 1.480 -3.863 -0.875
O 2.571 -4.763 -1.031
H 0.909 -3.812 -1.807
H 0.851 -4.074 -0.011
H 1.853 -2.850 -0.695
H 2.338 -5.598 -0.620
C -2.871 3.073 2.097
O -3.687 2.573 3.147
H -1.821 3.060 2.371
H -3.049 2.379 1.270
H -3.101 4.081 1.735
H -4.619 2.659 2.940
C 3.493 -1.516 -3.423
O 3.642 -2.428 -4.480
H 2.610 -1.653 -2.783
H 4.357 -1.495 -2.756
H 3.364 -0.477 -3.744
H 4.032 -3.226 -4.116
C 0.519 1.533 -4.317
O 1.283 2.697 -3.994
H -0.484 1.793 -4.647
H 1.076 0.883 -5.000
H 0.431 0.852 -3.464
H 1.908 2.815 -4.713
C 3.980 1.240 -0.915
O 3.678 -0.114 -0.681
H 5.022 1.341 -1.210
H 3.409 1.655 -1.762
H 3.702 1.866 -0.058
H 2.753 -0.237 -0.427
C -4.813 -1.912 0.018
O -3.836 -2.679 -0.661
H -5.118 -2.324 0.986
H -4.369 -0.930 0.238
H -5.689 -1.783 -0.610
H -3.131 -2.982 -0.073
C -2.935 -1.075 3.699
O -2.202 -2.294 3.713
H -3.398 -0.811 2.745
H -3.770 -1.084 4.414
H -2.309 -0.263 4.067
H -2.862 -2.996 3.759
C 4.489 -0.474 2.541
O 4.239 -0.715 3.926
H 5.334 0.229 2.456
H 4.845 -1.351 2.002
H 3.645 -0.015 2.021
H 4.004 0.167 4.252
C -1.694 -5.270 1.713
O -1.604 -4.102 0.904
H -1.597 -4.974 2.765
H -2.630 -5.814 1.596
H -0.868 -5.967 1.525
H -1.001 -3.510 1.392

Löwdin population analysis, charges in e, atoms 1 to 5: -0.06 -0.47 -0.06 -0.07 0.09

***

Entry 2:
Entry from the Open Molecules 2025 dataset: a molecular structure, C20H20KN6O5 at a distorted geometry (the ωB97M-V functional and the def2-TZVPD basis).

Values from the calculation:
HOMO in eV: -11.15
Net charge: +1
Multiplicity: 1
LUMO energy in Eh: -0.103

Geometry (Å):
K 1.499 -0.447 0.039
O -0.736 4.147 -0.375
C 0.024 3.083 -0.150
O -0.376 1.955 -0.007
C 1.489 3.440 -0.104
C 1.938 4.756 -0.098
C 3.302 4.977 -0.050
C 4.161 3.888 -0.019
C 3.613 2.613 -0.034
N 2.302 2.397 -0.071
C 4.414 1.330 -0.025
O 5.737 1.402 0.115
O 3.874 0.262 -0.140
H -1.680 3.875 -0.422
H 1.232 5.572 -0.134
H 3.697 5.984 -0.042
H 5.229 4.061 0.004
H 6.044 2.310 0.224
C -2.266 -3.352 -1.123
C -1.124 -2.605 -0.897
N -1.059 -1.610 -0.009
C -2.162 -1.335 0.678
C -3.369 -2.015 0.523
C -3.405 -3.057 -0.393
C -4.550 -1.669 1.337
C -5.060 -0.453 1.514
C -4.565 0.779 0.879
C -4.675 2.002 1.534
C -4.073 3.089 0.935
N -3.433 2.996 -0.233
C -3.465 1.799 -0.815
N -3.997 0.694 -0.328
H -2.259 -4.151 -1.850
H -0.210 -2.828 -1.437
H -2.092 -0.529 1.401
H -4.316 -3.623 -0.539
H -5.033 -2.495 1.849
H -5.893 -0.333 2.196
H -5.176 2.090 2.487
H -4.087 4.065 1.408
H -2.993 1.721 -1.789
C 3.769 -3.568 -1.971
N 3.337 -4.391 -0.858
C 2.541 -3.897 0.116
N 2.161 -4.774 1.090
O 2.158 -2.724 0.121
H 4.668 -4.001 -2.402
H 4.005 -2.571 -1.607
H 3.005 -3.491 -2.748
H 3.475 -5.385 -0.915
H 2.684 -5.616 1.254
H 1.695 -4.368 1.883

natural (NBO) population analysis, charges in e, atoms 1 to 5: 0.96 -0.68 0.77 -0.60 0.09

***

Entry 3:
Entry from the Open Molecules 2025 dataset: a molecular structure, C28H32MnN5O4SSi (the ωB97M-V functional and the def2-TZVPD basis).

Values from the calculation:
HOMO (spin up / spin down) in eV: -3.71 / -3.71
Energy above the lowest of the compared OMol25 structures with the same formula, charge and spin in kcal per mole: 10.0
Net charge: -1
<S²>: 8.754
Multiplicity: 6
LUMO energy (spin up / spin down) in Eh: 0.067 / 0.067

Geometry (Å):
Mn -0.403 -1.205 1.241
N -0.334 0.944 1.731
C -0.479 1.058 3.187
C -0.122 -0.226 3.974
O 0.046 -0.096 5.184
O -0.043 -1.311 3.301
H 0.397 1.536 1.359
H -1.156 1.191 1.169
H -1.509 1.308 3.445
H 0.142 1.861 3.587
N 3.303 -3.666 1.212
C 3.906 -2.672 1.965
C 5.122 -2.603 2.633
C 5.390 -1.424 3.304
C 4.483 -0.355 3.312
C 3.277 -0.429 2.643
C 2.997 -1.608 1.960
N 1.882 -1.957 1.221
C 2.089 -3.179 0.820
C 1.060 -3.885 0.072
C 1.090 -5.050 -0.626
S -0.470 -5.354 -1.276
C -1.052 -3.904 -0.572
N -0.154 -3.255 0.087
H 3.606 -4.619 1.128
H 5.824 -3.427 2.636
H 6.322 -1.324 3.846
H 4.732 0.539 3.867
H 2.553 0.374 2.657
H 1.922 -5.713 -0.801
H -2.067 -3.537 -0.667
C -0.714 4.300 -0.035
Si -2.122 3.284 -0.796
C -2.419 3.980 -2.535
C -3.670 3.690 0.223
N -1.672 1.668 -0.792
C -2.093 0.658 -1.564
C -3.383 0.524 -2.146
C -3.739 -0.547 -2.944
C -2.836 -1.564 -3.240
C -1.558 -1.474 -2.697
C -1.220 -0.417 -1.883
O 0.069 -0.441 -1.318
C 0.999 0.423 -1.823
C 0.738 1.286 -2.884
C 1.740 2.128 -3.338
C 3.000 2.128 -2.753
C 3.248 1.264 -1.696
C 2.256 0.413 -1.232
H -0.484 5.184 -0.637
H 0.192 3.689 0.003
H -0.941 4.638 0.980
H -2.682 5.042 -2.490
H -3.221 3.451 -3.055
H -1.510 3.884 -3.136
H -3.824 4.770 0.320
H -3.574 3.271 1.230
H -4.568 3.257 -0.227
H -4.119 1.289 -1.923
H -4.747 -0.589 -3.344
H -3.112 -2.394 -3.878
H -0.798 -2.220 -2.905
H -0.248 1.304 -3.327
H 1.523 2.806 -4.155
H 3.773 2.797 -3.110
H 4.221 1.250 -1.218
H 2.438 -0.254 -0.401
C -3.471 -2.103 1.436
O -2.346 -1.485 0.958
H -4.390 -1.557 1.162
H -3.486 -2.212 2.536
H -3.608 -3.133 1.035

Löwdin population analysis, charges in e, atoms 1 to 5: 0.88 -0.02 -0.16 -0.68 -0.02

***

Entry 4:
Entry from the Open Molecules 2025 dataset: 2 unconnected molecules or ions with the total composition C3H3NO2 at a distorted geometry (the ωB97M-V functional and the def2-TZVPD basis).

Values from the calculation:
HOMO in eV: -10.09
Energy above the lowest of the compared OMol25 structures with the same formula, charge and spin in kcal per mole: 126.5
SMILES string: O=C=NO.C#C
Net charge: 0
Multiplicity: 1
LUMO energy in Eh: 0.010

Geometry (Å):
C -1.711 -1.160 0.037
C -1.643 0.004 -0.271
C 1.413 -0.570 -0.015
N 1.074 0.521 0.318
O 1.560 -1.713 0.018
O 0.996 1.799 -0.183
H -1.830 -2.198 0.140
H -1.511 1.041 -0.412
H 1.651 2.278 0.368

natural (NBO) population analysis, charges in e, atoms 1 to 5: -0.24 -0.24 0.81 -0.29 -0.50

***

Entry 5:
Entry from the Open Molecules 2025 dataset: a single C4H6N2O molecule (the ωB97M-V functional and the def2-TZVPD basis).

Values from the calculation:
HOMO in eV: -8.16
Energy above the lowest of the compared OMol25 structures with the same formula, charge and spin in kcal per mole: 136.7
Net charge: 0
Multiplicity: 1
LUMO energy in Eh: 0.027

Geometry (Å):
C 1.873 1.229 -0.642
O 1.153 1.234 0.621
C 0.142 0.181 0.711
N 1.218 -0.256 1.269
N -1.286 -2.204 0.532
C -1.818 -1.107 0.140
C -1.104 0.155 0.202
H 1.804 2.245 -1.031
H 2.904 0.960 -0.419
H 1.413 0.509 -1.321
H -1.927 -2.980 0.379
H -2.827 -1.048 -0.291
H -1.544 1.080 -0.149

natural (NBO) population analysis, charges in e, atoms 1 to 5: -0.26 -0.31 0.48 -0.16 -0.67

***

Entry 6:
Entry from the Open Molecules 2025 dataset: a single C5H7NO molecule (the ωB97M-V functional and the def2-TZVPD basis).

Values from the calculation:
HOMO in eV: -8.30
Energy above the lowest of the compared OMol25 structures with the same formula, charge and spin in kcal per mole: 19.5
SMILES string: Cc1cocc1N
Net charge: 0
Multiplicity: 1
LUMO energy in Eh: 0.033

Geometry (Å):
C -1.657 0.325 0.560
C -0.433 -0.372 0.057
C -0.270 -1.658 -0.343
O 1.001 -1.882 -0.756
C 1.681 -0.716 -0.601
C 0.857 0.248 -0.117
N 1.198 1.587 0.190
H -2.538 -0.322 0.516
H -1.868 1.221 -0.036
H -1.531 0.643 1.602
H -0.926 -2.517 -0.381
H 2.723 -0.724 -0.884
H 0.521 1.996 0.825
H 1.242 2.173 -0.633

natural (NBO) population analysis, charges in e, atoms 1 to 5: -0.63 -0.14 0.09 -0.40 0.05

***

Entry 7:
Entry from the Open Molecules 2025 dataset: a molecular structure, C6H15N at a distorted geometry (the ωB97M-V functional and the def2-TZVPD basis).

Values from the calculation:
HOMO in eV: -8.60
Energy above the lowest of the compared OMol25 structures with the same formula, charge and spin in kcal per mole: 95.4
Net charge: 0
Multiplicity: 1
LUMO energy in Eh: 0.030

Geometry (Å):
C 0.320 -1.468 -0.772
N 0.144 -0.689 0.217
C -0.837 2.355 0.425
C 0.378 2.731 1.298
C 1.700 2.590 0.549
C -0.740 -2.402 -1.375
C -0.871 -3.546 -0.345
H 1.320 -1.783 -1.155
H -0.272 -0.260 -0.737
H -1.817 2.636 0.796
H -0.676 2.801 -0.564
H -0.727 1.277 0.268
H 0.256 3.751 1.668
H 0.389 1.993 2.089
H 2.507 2.443 1.264
H 1.911 3.363 -0.189
H 1.644 1.682 -0.031
H -1.699 -1.876 -1.327
H -0.530 -2.701 -2.399
H 0.042 -4.127 -0.208
H -1.093 -3.016 0.581
H -1.681 -4.239 -0.564

natural (NBO) population analysis, charges in e, atoms 1 to 5: 0.16 -0.67 -0.62 -0.39 -0.61

***

Entry 8:
Entry from the Open Molecules 2025 dataset: a molecular structure, C22H33CoF4N4Si2 at a distorted geometry (the ωB97M-V functional and the def2-TZVPD basis).

Values from the calculation:
HOMO (spin up / spin down) in eV: -7.26 / -6.93
Net charge: 0
Multiplicity: 1
LUMO energy (spin up / spin down) in Eh: -0.041 / -0.047

Geometry (Å):
Co 0.650 0.214 0.319
C 1.520 1.899 2.758
N 1.789 1.729 1.327
C 1.516 2.977 0.612
C 3.195 1.322 1.167
C 3.417 0.888 -0.248
N 2.356 -0.060 -0.518
C 2.557 -0.927 -1.573
C 2.215 -2.282 -1.461
F 1.739 -2.761 -0.297
C 2.411 -3.181 -2.488
F 2.086 -4.469 -2.280
C 2.960 -2.804 -3.699
C 3.321 -1.481 -3.823
F 3.850 -1.037 -4.974
C 3.134 -0.573 -2.796
F 3.461 0.714 -3.031
H 0.497 2.228 2.908
H 2.204 2.642 3.186
H 1.662 0.949 3.271
H 0.473 3.245 0.742
H 1.707 2.855 -0.452
H 2.141 3.792 0.998
H 3.355 0.473 1.833
H 3.877 2.131 1.462
H 4.406 0.424 -0.338
H 3.420 1.750 -0.924
H 3.109 -3.512 -4.501
C -1.138 -3.538 -1.931
Si -1.372 -1.697 -1.771
C -0.525 -0.810 -3.165
C -3.196 -1.327 -1.737
N -0.741 -1.005 -0.291
C -0.983 -1.297 0.991
C -1.231 -2.599 1.532
C -1.383 -2.769 2.872
C -1.318 -1.662 3.769
C -1.114 -0.394 3.314
C -0.959 -0.140 1.918
N -0.854 1.047 1.323
Si -2.091 2.245 1.183
C -2.078 2.896 -0.562
C -3.716 1.417 1.568
C -1.899 3.686 2.360
H -1.253 -3.831 -2.979
H -1.882 -4.092 -1.353
H -0.148 -3.854 -1.605
H -1.119 -0.851 -4.081
H 0.450 -1.252 -3.380
H -0.369 0.241 -2.908
H -3.701 -1.749 -2.609
H -3.381 -0.250 -1.720
H -3.653 -1.760 -0.843
H -1.265 -3.444 0.856
H -1.545 -3.761 3.274
H -1.439 -1.842 4.830
H -1.087 0.447 3.996
H -1.996 2.066 -1.267
H -1.236 3.569 -0.741
H -2.994 3.449 -0.788
H -3.785 0.445 1.073
H -4.552 2.032 1.225
H -3.836 1.255 2.642
H -1.030 4.311 2.142
H -1.821 3.350 3.397
H -2.784 4.326 2.289

natural (NBO) population analysis, charges in e, atoms 1 to 5: 1.06 -0.42 -0.44 -0.43 -0.21